Here is a cluster of 24 separate species, C48H144O24 in total at a distorted geometry from OMol25. Energies are from ωB97M-V with the def2-TZVPD basis set.

- F_max: 4.31 eV/Å
- LUMO level: 0.391 eV
- Electronic energy: -101245.0027 eV
- Frontier orbital gap: 9.95 eV
- HOMO level: -9.6 eV
- M: 1105.7 g/mol

```
! wB97M-V def2-TZVPD RIJCOSX def2/J DEFGRID3
* xyz 0 1
C -28.47412 -9.81283 6.26927
C -27.62272 -8.81549 7.03572
O -27.73949 -9.10507 8.37404
H -28.50142 -10.76487 6.77084
H -27.92712 -9.98690 5.29915
H -29.50874 -9.52089 6.14282
H -27.78047 -7.77325 6.75980
H -26.53839 -8.93917 6.74743
H -27.60373 -8.32945 8.92619
C -20.85973 -4.15213 5.33941
C -20.25910 -5.21380 6.24541
O -18.81855 -5.50707 6.07554
H -20.22249 -3.28812 5.33949
H -21.78606 -3.79903 5.80738
H -21.02221 -4.46810 4.28533
H -20.76573 -6.16557 6.22312
H -20.35387 -4.96822 7.31819
H -18.59351 -5.77148 5.15942
C -29.25831 -4.13012 12.98454
C -27.94018 -3.86880 13.68132
O -26.76617 -3.55317 12.91276
H -29.02528 -4.81017 12.18281
H -29.60895 -3.24575 12.57938
H -30.02770 -4.54484 13.64941
H -27.82232 -4.79089 14.24786
H -28.05972 -3.09798 14.47387
H -26.96030 -3.39938 11.99865
C -26.82990 -8.41262 11.93183
C -27.35387 -7.09040 11.53625
O -27.18178 -6.92335 10.14301
H -26.93555 -8.62547 13.03974
H -25.80644 -8.42738 11.63092
H -27.41527 -9.20914 11.46117
H -26.92555 -6.16932 12.09485
H -28.38841 -7.06465 11.78218
H -26.41958 -6.37029 10.03388
C -26.12858 0.59935 9.21440
C -24.70085 0.71488 9.72894
O -24.15528 -0.37993 10.42755
H -26.80840 0.33193 10.01962
H -26.17682 -0.20639 8.41969
H -26.37900 1.49322 8.67249
H -24.55634 1.59011 10.32447
H -24.08124 0.85395 8.83038
H -24.36317 -0.18486 11.34032
C -24.93697 -6.43404 14.81183
C -25.17563 -6.32028 16.30701
O -24.08691 -6.74505 17.17969
H -24.66638 -7.44728 14.67820
H -24.22605 -5.68410 14.49317
H -25.85440 -6.30099 14.27784
H -26.01301 -6.96579 16.49286
H -25.47038 -5.26454 16.57197
H -23.44989 -6.02174 17.20679
C -29.27224 -2.83085 9.39355
C -27.97150 -3.72943 9.49102
O -27.14119 -2.94592 10.28502
H -29.07924 -1.93758 8.82583
H -29.69077 -2.56095 10.39758
H -30.16779 -3.33696 8.97412
H -27.42460 -3.93896 8.57172
H -28.30849 -4.64939 10.01524
H -26.22923 -3.03922 9.89828
C -23.94142 -2.29719 13.11062
C -24.70254 -1.15521 13.85247
O -24.55106 0.11697 13.18121
H -22.94221 -1.90506 12.96211
H -24.36667 -2.48936 12.11091
H -23.90610 -3.27176 13.64060
H -24.49461 -1.07207 14.90539
H -25.81943 -1.32615 13.91677
H -23.85449 0.57558 13.67419
C -18.01915 -5.21368 14.39511
C -19.35053 -5.39582 15.06344
O -20.37852 -4.63995 14.40013
H -17.20758 -5.68592 14.95328
H -17.78517 -4.12696 14.19747
H -17.97448 -5.62471 13.38857
H -19.23030 -5.05627 16.09865
H -19.64927 -6.47836 15.13375
H -20.61432 -5.11743 13.61318
C -24.45591 -2.08453 6.43223
C -25.37782 -3.27124 6.28155
O -24.98298 -4.43178 7.01066
H -24.51728 -1.71660 7.44107
H -24.79564 -1.22073 5.79735
H -23.39600 -2.24273 6.19530
H -25.51590 -3.55771 5.27290
H -26.35044 -2.96044 6.57958
H -25.25232 -5.21216 6.49928
C -27.07554 -12.87172 8.88514
C -25.99600 -12.05701 8.24527
O -25.53341 -10.95081 9.01409
H -26.89226 -13.24980 9.93020
H -27.28761 -13.78508 8.28513
H -27.91648 -12.20400 9.06135
H -26.35391 -11.75788 7.21023
H -25.05888 -12.68185 8.10274
H -26.10411 -10.19797 8.91669
C -22.07836 1.94649 6.63364
C -20.86501 1.26070 6.02888
O -21.11284 -0.10537 5.72761
H -22.01557 2.92515 6.36491
H -22.00596 1.92665 7.67716
H -23.00325 1.49266 6.39584
H -20.10876 1.34664 6.83974
H -20.39406 1.72811 5.19159
H -21.54146 -0.45096 6.51642
C -20.33908 -1.93102 9.80765
C -20.97776 -0.62305 9.35279
O -22.10386 -0.87467 8.49983
H -19.53049 -1.65066 10.44858
H -19.89679 -2.53183 8.98695
H -21.06230 -2.54931 10.35997
H -20.20439 -0.10365 8.69713
H -21.21068 -0.05112 10.26502
H -22.81043 -1.00439 9.18160
C -18.48264 -1.90679 14.50964
C -19.13750 -1.80973 13.16739
O -20.56865 -1.86037 13.22186
H -17.36342 -1.98122 14.38694
H -18.93923 -2.74970 15.02781
H -18.67796 -1.01221 15.09427
H -18.69011 -2.52023 12.46962
H -18.86184 -0.82556 12.72712
H -20.75221 -2.68963 13.76871
C -21.75193 2.74226 13.30011
C -21.05376 1.44611 13.62344
O -21.94690 0.56398 14.20063
H -21.03969 3.22907 12.66570
H -22.02658 3.25456 14.20368
H -22.65032 2.56267 12.79600
H -20.14582 1.67931 14.21226
H -20.71590 0.97832 12.66278
H -21.56925 -0.29155 14.18306
C -19.08461 -5.92308 10.08189
C -20.17194 -5.34734 10.96836
O -20.31885 -6.03892 12.20582
H -19.43210 -6.96439 9.89097
H -18.13847 -5.92965 10.60510
H -18.93847 -5.36148 9.08930
H -21.11571 -5.33774 10.36620
H -19.97086 -4.28062 11.15411
H -20.66409 -6.95363 12.06268
C -21.37257 -9.10949 1.80127
C -21.01186 -9.18217 0.36350
O -21.06236 -10.50175 -0.13309
H -20.84219 -9.86569 2.35955
H -22.44813 -9.29825 1.88740
H -21.07299 -8.14415 2.25892
H -20.01949 -8.79934 0.26349
H -21.72666 -8.59654 -0.22325
H -20.89792 -10.57395 -1.05920
C -18.59725 -9.77958 15.53308
C -19.02647 -9.40157 14.12286
O -20.42302 -9.30035 14.05933
H -17.52835 -9.88014 15.72190
H -19.13155 -10.68237 15.75433
H -19.01694 -9.08251 16.23310
H -18.77135 -10.10774 13.40582
H -18.53772 -8.40201 13.91079
H -20.89781 -8.85896 14.83598
C -22.91918 -8.73627 9.74180
C -22.44629 -9.39753 11.01895
O -21.62761 -8.52021 11.76871
H -22.08460 -8.35826 9.15854
H -23.49681 -7.90859 10.04194
H -23.54191 -9.46099 9.19672
H -21.95683 -10.29933 10.73845
H -23.33675 -9.68278 11.60958
H -21.40846 -8.83264 12.71019
C -24.19389 -10.42327 16.45067
C -23.06279 -10.00303 15.44612
O -22.16205 -8.91221 15.84076
H -23.79679 -10.27570 17.45489
H -24.43130 -11.47477 16.25567
H -25.03999 -9.86652 16.20650
H -23.39932 -9.72474 14.47591
H -22.39650 -10.85443 15.27166
H -22.57757 -8.21327 16.28908
C -27.08284 -5.51909 2.21169
C -28.13681 -6.53540 2.47320
O -27.85848 -7.22617 3.60136
H -26.21379 -6.03196 1.75194
H -26.87631 -5.04649 3.10463
H -27.35588 -4.82561 1.43465
H -28.25953 -7.17526 1.52827
H -29.14381 -6.08449 2.54773
H -28.46405 -7.99966 3.57668
C -23.97184 -5.80647 11.81126
C -23.84276 -5.29940 10.33691
O -25.19241 -5.10642 9.75707
H -23.13747 -5.51588 12.40948
H -24.20597 -6.88681 11.90512
H -24.90846 -5.26496 12.13432
H -23.30609 -5.93606 9.64800
H -23.33933 -4.34164 10.47450
H -25.07698 -4.89587 8.80750
C -23.48952 -7.91176 5.10420
C -24.67865 -7.33262 4.35231
O -25.57897 -6.65278 5.25547
H -23.78352 -8.65011 5.91324
H -22.91677 -7.13660 5.64065
H -22.82637 -8.27017 4.31950
H -25.19163 -8.12466 3.75148
H -24.27152 -6.60897 3.68351
H -26.46134 -6.88607 5.00704
C -22.59206 -2.27437 16.97524
C -21.89506 -3.53162 17.44955
O -22.37267 -4.65778 16.63204
H -22.27598 -2.03912 15.96140
H -22.40875 -1.35814 17.60388
H -23.62535 -2.55824 16.95246
H -22.05504 -3.70686 18.50493
H -20.76958 -3.47007 17.37478
H -21.70822 -4.74784 15.94287
*
```